Computed, not measured: C8H10Cl2N3S as an isolated structure at a distorted geometry, with the ωB97M-V functional and the def2-TZVPD basis.

Each line ends with the Löwdin charge.
Geometry (Å):
C (0.023, 2.197, -2.149)  -0.264
C (0.554, 3.451, -2.299)  -0.891
C (-1.096, -1.107, 1.955)  -0.151
C (-0.278, -2.356, 1.682)  -0.045
C (-0.623, -1.362, -0.465)  -0.113
C (0.977, -0.495, 0.846)  -0.057
C (-1.432, -0.570, 0.554)  -0.089
C (-0.301, 0.067, 1.412)  -0.726
N (0.898, 1.246, -1.780)  -0.323
N (1.862, 3.456, -2.025)  -0.272
N (0.372, -1.866, 0.428)  -0.065
S (2.344, 1.954, -1.624)  1.005
Cl (-0.188, 4.883, -2.799)  0.758
Cl (-0.310, 1.505, 2.424)  0.729
H (-1.813, -1.101, 2.681)  0.124
H (-1.026, 2.074, -2.526)  0.135
H (0.616, -2.648, 2.355)  0.168
H (-0.983, -3.331, 1.563)  0.197
H (-1.303, -2.148, -0.801)  0.149
H (-0.109, -0.953, -1.356)  0.136
H (1.353, 0.112, 0.057)  0.049
H (1.743, -0.509, 1.701)  0.172
H (-2.234, 0.076, 0.218)  0.156
H (0.954, -2.573, -0.052)  0.218

Summary:
* total charge: +1
* gap between HOMO and LUMO: 9.67 eV
* energy relative to the best compared isomer or geometry (same formula, charge and spin): 2.3 kcal per mole
* HOMO level: -12.80 eV
* largest force on an atom: 0.07187 hartree/bohr

---

Computed, not measured: C8H10F3N2 as an isolated structure at a distorted geometry, with the ωB97M-V functional and the def2-TZVPD basis.

Each line ends with the Löwdin charge.
Geometry (Å):
C (1.592, -2.169, -0.300)  0.010
C (0.596, -2.212, -1.313)  -0.009
C (1.393, -1.575, 1.004)  -0.009
C (-0.497, -1.363, -1.063)  -0.011
C (0.415, -0.627, 1.086)  -0.022
C (-0.603, -0.539, 0.080)  -0.219
C (-0.193, 2.466, 0.329)  0.008
C (-0.863, 1.354, -0.315)  -0.030
N (-1.699, 0.465, 0.328)  0.059
N (-3.675, -0.292, 0.005)  -0.106
F (-3.695, -1.361, -0.900)  0.033
F (-3.714, -0.893, 1.192)  0.075
F (-4.972, 0.188, -0.104)  0.044
H (2.415, -2.731, -0.436)  0.071
H (0.686, -2.856, -2.203)  0.133
H (2.023, -1.819, 1.774)  0.093
H (-1.254, -1.504, -1.858)  0.130
H (0.292, -0.185, 2.078)  0.137
H (-0.574, 2.770, 1.308)  0.124
H (0.763, 2.113, 0.527)  0.087
H (-0.066, 3.279, -0.333)  0.095
H (-0.932, 1.202, -1.473)  0.201
H (-1.839, 0.685, 1.255)  0.107

Summary:
* total charge: +1
* gap between HOMO and LUMO: 7.92 eV
* energy relative to the best compared isomer or geometry (same formula, charge and spin): 173.7 kcal per mole
* HOMO level: -13.27 eV
* largest force on an atom: 0.12087 hartree/bohr